This record from the OMol25 dataset describes a molecular structure, C21H14ClN3OPdS at a distorted geometry. The level of theory is ωB97M-V/def2-TZVPD.

Each line ends with the Löwdin charge.
Atoms and positions in Å:
Pd  -0.01624  -0.03425  -0.05423  1.080
Cl  -3.15074  -0.79143  6.45176  0.817
C  -2.41137  -0.28863  5.01566  -0.640
C  -1.94218  1.03158  4.88935  -0.031
C  -1.34619  1.41925  3.71887  0.043
C  -1.14473  0.52452  2.62853  -0.283
O  -0.54754  0.98839  1.59857  -0.114
C  -1.62849  -0.85205  2.75621  -0.095
C  -1.48573  -1.85546  1.75961  0.022
N  -0.77363  -1.75575  0.62546  -0.028
C  -0.47148  -2.79276  -0.19809  -0.188
C  -0.70307  -4.17098  0.05871  0.044
C  -0.39103  -5.11820  -0.89116  -0.021
C  0.16486  -4.77148  -2.12185  0.044
C  0.48001  -3.42796  -2.40821  -0.124
C  1.09112  -3.00183  -3.60578  0.066
C  1.37175  -1.65967  -3.78485  0.004
C  1.07058  -0.75556  -2.77699  -0.049
N  0.48456  -1.13870  -1.63227  -0.041
C  0.17674  -2.43863  -1.43472  -0.140
C  -2.26486  -1.19625  3.95650  -0.031
H  -2.05122  1.72971  5.70365  0.130
H  -0.98933  2.43019  3.58831  0.137
H  -2.01246  -2.78542  1.94961  0.142
H  -1.10517  -4.48103  1.00838  0.121
H  -0.57153  -6.15972  -0.67418  0.129
H  0.38421  -5.53140  -2.85434  0.134
H  1.33507  -3.72298  -4.37006  0.141
H  1.82560  -1.30625  -4.69689  0.129
H  1.30558  0.29612  -2.89032  0.122
H  -2.63014  -2.20252  4.09278  0.123
S  2.49276  0.25620  0.72237  0.854
C  2.16802  1.65703  -0.25416  -0.724
C  3.10167  2.64606  -0.56722  -0.045
C  2.69921  3.68635  -1.38868  -0.007
C  1.38946  3.71838  -1.85454  -0.015
C  0.51190  2.70296  -1.49763  -0.092
N  0.90186  1.69283  -0.72683  -0.126
H  4.10939  2.58769  -0.18554  0.124
H  3.39947  4.45780  -1.66772  0.131
H  1.04892  4.51536  -2.49192  0.123
H  -0.51694  2.69439  -1.84502  0.134

Force components x, y, z for each atom (eV/Å):
Pd 1.447 0.334 1.735
Cl -0.106 -0.041 0.220
C 0.131 -1.126 -1.119
C 0.314 0.240 -0.809
C 0.066 0.024 0.387
C 0.081 -0.602 0.188
O -0.253 -0.160 -0.943
C 0.140 0.556 -0.471
C 0.756 0.482 -0.748
N -1.026 1.882 1.791
C 0.419 -2.532 -1.564
C 0.185 2.053 0.132
C 0.503 -0.390 -1.272
C -0.278 -0.060 0.846
C -0.048 0.270 0.329
C -0.035 0.556 0.190
C -0.042 -0.674 -0.131
C -0.300 -0.012 0.726
N 0.097 0.639 -0.904
C -0.492 -0.979 0.566
C -0.274 0.475 0.989
H -0.073 0.054 0.100
H 0.052 0.035 0.002
H 0.210 -0.114 0.002
H -0.102 -0.081 0.113
H -0.055 -0.071 0.000
H 0.021 -0.115 -0.082
H 0.021 -0.091 -0.101
H 0.051 0.053 -0.033
H -0.058 -0.084 0.100
H -0.067 -0.102 0.024
S -1.149 -0.395 -0.122
C 0.086 0.546 -0.364
C -0.336 -0.211 0.045
C -0.187 -0.284 0.095
C -0.216 -0.268 0.122
C -0.176 0.648 -0.466
N 0.555 -0.599 0.384
H 0.052 -0.040 0.069
H 0.058 0.096 -0.009
H -0.101 0.105 -0.081
H 0.128 -0.016 0.063

## Properties
E_LUMO (spin up / spin down) (eV): -9.98 / -9.97
HOMO energy (spin up / spin down) (eV): -13.9 / -13.8
Energy (eV): -55343.28728
Charge: +2
Kohn-Sham gap (spin up / spin down) (hartree): 0.1429 / 0.1424